# 1
C48H112ClN16O20 | the ωB97M-V functional and the def2-TZVPD basis

Output
- Strongest force on any atom: 0.1055 Eh/bohr
- Electronic energy: -128903.493 eV
- Relative energy (zero: lowest compared OMol25 entry of this formula, charge and spin): 151.0 kcal per mole
- Gap between HOMO and LUMO: 7.7 eV
- LUMO level: 1.59 eV

Structure (ORCA input):
```
! RIJCOSX wB97M-V def2-TZVPD def2/J DEFGRID3
* xyz -1 1
Cl 0.09592 -0.80237 0.92376
O 0.83248 -1.65313 0.09173
O 0.41383 -1.07450 2.25378
O 0.19684 0.56717 0.42370
O -1.23672 -1.25735 0.63119
C -5.05684 -6.10914 1.12634
C -4.74096 -5.02279 2.13969
O -5.57689 -4.66879 2.94301
N -3.50394 -4.46865 2.03245
C -2.97846 -3.42221 2.84132
H -6.02292 -5.95232 0.64657
H -5.27352 -7.09367 1.54090
H -4.22263 -6.17867 0.42823
H -2.84955 -4.75400 1.31800
H -2.01151 -3.12663 2.43420
H -2.73849 -3.95903 3.75912
H -3.66935 -2.58811 2.96397
C -0.73975 -1.89376 5.77395
C -0.57931 -1.14951 7.14052
O -1.11989 -0.11437 7.33679
N 0.13299 -1.83815 8.05449
C 0.36118 -1.34915 9.45322
H 0.03654 -2.64096 5.60912
H -0.49725 -1.12878 5.03632
H -1.58902 -2.52007 5.50087
H 0.43148 -2.77916 7.84118
H 0.49703 -2.15172 10.17816
H -0.47524 -0.75337 9.81865
H 1.28200 -0.78826 9.29323
C -1.03110 -6.00418 -0.48013
C -1.40909 -7.38937 0.10779
O -0.60341 -7.91510 0.89223
N -2.48835 -8.00103 -0.39445
C -3.06896 -9.22902 -0.00863
H -1.89479 -5.47248 -0.87944
H -0.29348 -6.23166 -1.24972
H -0.46067 -5.47425 0.28268
H -3.03849 -7.60462 -1.14298
H -2.48928 -9.76021 0.74629
H -3.16404 -9.89952 -0.86273
H -4.08935 -9.11571 0.35748
C -0.69726 3.63985 1.73886
C -1.87189 2.99291 2.53623
O -2.76019 3.75246 3.01861
N -1.81790 1.66306 2.65811
C -2.79235 0.87993 3.41737
H -0.02081 2.92881 1.26461
H -0.06137 4.06579 2.51495
H -0.95419 4.39512 0.99612
H -1.17899 1.16788 2.05256
H -3.37803 0.35275 2.66426
H -3.41554 1.34941 4.17850
H -2.28366 0.13002 4.02315
C -5.64581 -5.72480 -3.99752
C -4.96663 -4.88527 -2.93635
O -3.93946 -5.33805 -2.45421
N -5.45279 -3.71343 -2.56542
C -4.88552 -2.93117 -1.49031
H -4.84593 -6.01807 -4.67744
H -6.41516 -5.26062 -4.61455
H -6.01203 -6.66241 -3.57934
H -6.38815 -3.39392 -2.77304
H -4.91710 -3.60134 -0.63127
H -5.45830 -2.07241 -1.14024
H -3.81843 -2.82397 -1.68503
C 2.00728 2.02250 8.49620
C 1.61902 2.67048 7.24936
O 2.42650 3.33193 6.57959
N 0.36998 2.42469 6.87137
C -0.25716 2.94846 5.68397
H 2.62436 2.59553 9.18826
H 2.66927 1.17635 8.31205
H 1.17551 1.58762 9.05038
H -0.07789 1.59139 7.22512
H -1.27259 3.29042 5.88413
H -0.36457 2.08192 5.03154
H 0.34562 3.65844 5.11766
C 2.01105 4.62679 -1.39657
C 0.78883 5.24447 -1.92966
O 0.56578 5.01946 -3.15697
N -0.06037 5.98366 -1.16032
C -1.40805 6.45470 -1.50684
H 1.77414 3.99666 -0.53929
H 2.80001 5.35712 -1.21702
H 2.42684 3.94278 -2.13640
H 0.12924 6.14092 -0.18082
H -1.47285 7.41998 -1.00470
H -2.19526 5.85920 -1.04446
H -1.60720 6.69662 -2.55083
C -3.50706 5.39185 -5.68264
C -2.62252 4.63960 -4.76777
O -1.42135 4.55232 -4.91996
N -3.30461 3.97847 -3.82066
C -2.77869 3.45173 -2.59459
H -3.29039 6.45628 -5.59229
H -4.53431 5.23441 -5.35391
H -3.57295 5.03026 -6.70880
H -4.27623 3.72349 -3.92585
H -1.99761 3.91119 -1.98885
H -2.19768 2.60525 -2.96066
H -3.57315 3.09983 -1.93649
C -0.24338 -1.70975 -7.94139
C -0.93948 -1.16720 -6.65935
O -1.67968 -0.18499 -6.80017
N -0.67524 -1.69712 -5.48420
C -1.10407 -1.35425 -4.17381
H 0.21047 -2.65665 -7.64901
H 0.58961 -1.10211 -8.29495
H -0.86088 -1.74002 -8.83910
H 0.20534 -2.18566 -5.56176
H -0.52497 -1.94201 -3.46158
H -2.16489 -1.57692 -4.05914
H -1.05455 -0.27063 -4.06691
C 6.11118 3.10128 -4.43652
C 5.42592 1.93982 -3.70269
O 5.00436 2.10118 -2.55961
N 5.38972 0.81682 -4.35523
C 4.99048 -0.45038 -3.90891
H 6.00927 4.05962 -3.92731
H 5.38593 3.30423 -5.22451
H 7.12991 2.86339 -4.74260
H 5.63188 0.82518 -5.33574
H 5.97296 -0.80483 -3.59711
H 4.53769 -1.05397 -4.69552
H 4.37173 -0.39012 -3.01359
C 6.10969 -0.49071 -0.47807
C 5.05574 -0.10275 0.50105
O 5.05449 -0.49464 1.67807
N 4.26216 0.82159 0.04697
C 3.24406 1.66457 0.67411
H 6.89811 -1.00178 0.07446
H 6.53275 0.35167 -1.02533
H 5.68457 -1.12120 -1.25901
H 4.51013 1.22276 -0.84616
H 2.52518 1.91510 -0.10599
H 3.77852 2.58088 0.92477
H 2.59131 1.10115 1.34086
C 1.76080 -4.25940 -3.44241
C 2.49517 -3.72977 -4.61224
O 2.06240 -2.78396 -5.28915
N 3.53941 -4.40459 -5.05233
C 4.45613 -3.84720 -6.01165
H 2.06422 -3.95695 -2.44013
H 1.64374 -5.33878 -3.53909
H 0.81376 -3.72769 -3.53448
H 3.69448 -5.31294 -4.63886
H 5.37179 -3.47682 -5.55069
H 4.12895 -2.93399 -6.50873
H 4.65614 -4.53734 -6.83128
C -5.89697 4.90281 0.78849
C -5.81665 3.50091 0.22160
O -6.85345 3.10435 -0.33163
N -4.78504 2.72614 0.57279
C -4.57327 1.34893 0.10288
H -4.90095 5.19327 1.12270
H -6.68032 4.91492 1.54632
H -6.19716 5.50587 -0.06842
H -4.10528 3.14062 1.19428
H -4.71474 0.62205 0.90271
H -3.51625 1.29894 -0.15851
H -5.15455 0.93696 -0.72203
C 2.52001 5.55152 2.76428
C 1.31057 6.35911 2.74379
O 0.72506 6.60827 1.70708
N 0.87426 6.71366 3.96789
C 1.75489 6.87745 5.18662
H 2.16621 4.54130 2.55840
H 3.13904 5.46788 3.65754
H 3.12583 6.10423 2.04623
H 0.04116 7.28055 4.03624
H 1.95704 5.95005 5.72248
H 1.38960 7.63735 5.87742
H 2.71967 7.20984 4.80345
C 4.34787 -3.63474 2.79950
C 4.53352 -3.30094 4.22231
O 4.82353 -4.24593 4.96558
N 4.29487 -2.11751 4.61897
C 4.01967 -1.75825 6.02696
H 4.68276 -4.66641 2.69173
H 4.89650 -3.01624 2.08917
H 3.27573 -3.65531 2.60406
H 4.10775 -1.47659 3.86114
H 4.97370 -1.59923 6.52958
H 3.66096 -2.62931 6.57529
H 3.12784 -1.15350 6.19133
C 1.88000 1.08791 -6.66317
C 1.63746 1.59425 -5.23281
O 1.25057 2.72725 -4.94891
N 1.83789 0.64550 -4.32359
C 1.61336 0.87713 -2.89036
H 2.62866 0.29970 -6.58363
H 2.53590 1.83723 -7.10635
H 0.92954 0.87127 -7.15080
H 2.24112 -0.24735 -4.56920
H 0.63356 1.35446 -2.90633
H 2.19591 1.57479 -2.28870
H 1.35910 -0.04797 -2.37304
*
```


# 2
C44H39AsBiGeN5O4 | the ωB97M-V functional and the def2-TZVPD basis

Output
- Strongest force on any atom: 0.0264 Eh/bohr
- Electronic energy: -185092.954 eV
- Relative energy (zero: lowest compared OMol25 entry of this formula, charge and spin): 72.3 kcal per mole
- Gap between HOMO and LUMO (spin up / spin down): 4.0 / 4.0 eV
- LUMO level (spin up / spin down): 4.13 / 4.13 eV

Structure (ORCA input):
```
! RIJCOSX wB97M-V def2-TZVPD def2/J DEFGRID3
* xyz -2 1
Bi 0.24340 -0.89556 -0.49372
N -4.95160 -1.49480 -0.14230
C -3.70891 -1.19981 -0.71465
N -2.62613 -1.10631 -0.05923
C -2.63643 -1.23190 1.31730
N -1.57695 -1.52954 2.02720
N -0.38390 -1.60831 1.51020
C 0.55869 -2.33135 2.18152
C 1.69562 -2.71347 1.53185
C 2.70442 -3.56085 2.10169
C 3.80179 -3.91215 1.39233
C 3.97834 -3.40549 0.07693
C 2.98861 -2.61823 -0.44204
N 1.86844 -2.30554 0.20663
C -3.90991 -1.13583 2.00113
C -4.05718 -0.84906 3.36059
C -5.31460 -0.82485 3.95208
C -6.44832 -1.07829 3.20830
C -6.32684 -1.30330 1.83429
C -5.08366 -1.30365 1.23925
H -5.78029 -1.33444 -0.69567
H -3.69240 -1.12902 -1.79739
H 0.31845 -2.65821 3.18497
H 2.55548 -3.91132 3.11223
H 4.55075 -4.57155 1.80957
H 4.85741 -3.65189 -0.49717
H 3.07605 -2.21281 -1.44099
H -3.16696 -0.63150 3.92582
H -5.41087 -0.61320 5.01063
H -7.43016 -1.08703 3.66373
H -7.20626 -1.48443 1.22873
O 0.34897 1.57550 2.44615
C 0.14624 1.63544 1.24703
O -0.78358 1.04113 0.57938
C 0.97131 2.53691 0.32032
O 0.87328 3.76166 0.35091
O 1.71237 1.97145 -0.60180
C -3.61341 2.04491 0.46596
As -2.59588 2.05860 -1.19287
C -4.18430 2.00471 -2.44399
C -2.31785 4.07702 -1.21508
C -3.57847 4.81690 -1.36210
C -4.35299 5.16876 -0.25355
C -5.60953 5.72468 -0.40120
C -6.11863 5.98657 -1.66189
C -5.34120 5.70053 -2.77290
C -4.09477 5.12612 -2.62373
H -4.43579 2.75918 0.45519
H -2.93254 2.27845 1.28032
H -4.01360 1.05705 0.65924
H -5.00618 2.64842 -2.14244
H -4.54571 0.97855 -2.47468
H -3.87821 2.27883 -3.45476
H -1.62128 4.29623 -2.02456
H -1.81879 4.29469 -0.26993
H -3.95457 5.00205 0.73687
H -6.20227 5.95254 0.47570
H -7.10912 6.40711 -1.77814
H -5.72309 5.91937 -3.76247
H -3.50130 4.89257 -3.49787
C 2.03920 0.57623 -0.68316
Ge 2.17997 0.39932 -2.69369
C 1.16727 -1.00636 -3.74746
C 1.70925 -2.27257 -3.94772
C 0.95709 -3.31570 -4.45781
C -0.36368 -3.10863 -4.82335
C -0.91241 -1.84434 -4.66688
C -0.16361 -0.82165 -4.11481
C 4.03843 0.00245 -3.39425
C 5.13415 -0.05718 -2.54423
C 6.41178 -0.26432 -3.03748
C 6.61593 -0.40043 -4.39978
C 5.53258 -0.35269 -5.26062
C 4.25973 -0.16149 -4.75552
C 1.71776 2.05884 -3.73645
C 0.42336 2.55971 -3.66976
C 0.05389 3.70453 -4.35123
C 0.98187 4.38454 -5.11985
C 2.28548 3.91997 -5.17032
C 2.64649 2.77645 -4.47979
H 2.75084 -2.43542 -3.70090
H 1.40026 -4.29895 -4.57297
H -0.96335 -3.92603 -5.21113
H -1.93755 -1.66242 -4.97100
H -0.63184 0.14545 -3.97663
H 4.96356 0.06402 -1.48358
H 7.25957 -0.31645 -2.36603
H 7.61437 -0.54892 -4.79373
H 5.68828 -0.46197 -6.32711
H 3.41040 -0.13229 -5.42501
H -0.30683 2.06748 -3.03555
H -0.96202 4.07415 -4.28320
H 0.70052 5.28546 -5.65200
H 3.02934 4.46142 -5.74348
H 3.67121 2.42726 -4.51489
*
```


# 3
C22H29F7MoN6S3SbSi | the ωB97M-V functional and the def2-TZVPD basis

Output
- Strongest force on any atom: 0.0050 Eh/bohr
- Electronic energy: -100030.699 eV
- ⟨S²⟩: 0.973
- Relative energy (zero: lowest compared OMol25 entry of this formula, charge and spin): 0.7 kcal per mole
- Gap between HOMO and LUMO (spin up / spin down): 6.9 / 6.7 eV
- LUMO level (spin up / spin down): -0.43 / -0.20 eV

Structure (ORCA input):
```
! RIJCOSX wB97M-V def2-TZVPD def2/J DEFGRID3
* xyz 0 2
Mo -0.03233 -0.41078 -0.11072
C 0.90838 4.68752 -1.36302
S 2.39096 3.72919 -0.99099
C 1.71529 2.20610 -0.44344
S 0.03457 2.02193 -0.12272
N 2.55650 1.24477 -0.24188
N 1.91193 0.11584 0.22755
C 2.66898 -0.68181 0.98304
C 1.97797 -1.69660 1.62963
C 2.53441 -2.64281 2.52654
C 1.71622 -3.50542 3.18518
C 0.31835 -3.44002 2.95795
C -0.17393 -2.53140 2.07412
N 0.62599 -1.66474 1.38949
H 1.26898 5.62793 -1.77651
H 0.33265 4.88751 -0.46281
H 0.29541 4.17113 -2.09777
H 3.71131 -0.44018 1.13257
H 3.60524 -2.64607 2.67906
H 2.12289 -4.22732 3.88031
H -0.36452 -4.09708 3.47635
H -1.23386 -2.44657 1.87866
C -2.21512 2.56902 2.62206
Si -1.62070 0.78947 2.66702
C 0.12596 0.81116 3.33512
C -2.68613 -0.19045 3.87971
N -1.70066 -0.00362 1.10120
C -2.91973 -0.47138 0.63062
C -4.19032 0.00617 0.98544
C -5.34280 -0.54750 0.44791
C -5.28928 -1.59254 -0.46412
C -4.05095 -2.10083 -0.83630
C -2.94590 -1.53016 -0.26856
F -1.68284 -2.01525 -0.60986
H -2.22480 2.96228 3.64268
H -3.22104 2.67871 2.21479
H -1.54780 3.19305 2.02685
H 0.11623 1.41296 4.24913
H 0.84142 1.26087 2.64646
H 0.47680 -0.18692 3.60468
H -2.05352 -0.63463 4.65178
H -3.23166 -0.99910 3.39056
H -3.42325 0.44055 4.38042
H -4.26745 0.82918 1.68192
H -6.30225 -0.14092 0.74009
H -6.19313 -1.99963 -0.89397
H -3.94077 -2.90291 -1.55290
F -1.28164 0.17301 -1.90894
Sb -1.60938 1.03944 -3.64382
F -3.13178 -0.03841 -3.76778
F -0.51395 -0.35474 -4.33967
F -1.85363 1.78786 -5.33948
F 0.04671 1.96199 -3.42330
F -2.52542 2.41664 -2.77486
C 5.31567 -0.82912 -1.78516
N 4.21046 -0.19391 -2.47874
C 4.23596 1.04958 -3.08627
C 2.99022 1.29714 -3.53870
N 2.23101 0.19468 -3.22644
C 2.97435 -0.69664 -2.56867
S 2.47006 -2.22489 -1.95387
H 6.01598 -0.05915 -1.47354
H 5.81957 -1.54513 -2.43268
H 4.92644 -1.34378 -0.90842
H 5.12735 1.64816 -3.11024
H 2.56743 2.15245 -4.03080
H 1.24816 0.09749 -3.44228
C 0.72567 -1.86218 -1.62312
H 0.22150 -1.73737 -2.58409
H 0.38755 -2.83180 -1.24239
*
```


# 4
C19H17F5N2SSn | the ωB97M-V functional and the def2-TZVPD basis

Output
- Strongest force on any atom: 0.0912 Eh/bohr
- Electronic energy: -53193.873 eV
- Gap between HOMO and LUMO (spin up / spin down): 4.4 / 4.4 eV
- LUMO level (spin up / spin down): -10.49 / -10.48 eV

Structure (ORCA input):
```
! RIJCOSX wB97M-V def2-TZVPD def2/J DEFGRID3
* xyz 2 1
C -3.42239 -0.21207 -0.03886
C -3.55600 0.99185 -1.03266
H -3.43077 -1.17394 -0.56361
H -4.31044 -0.20519 0.61495
H -2.57151 -0.15845 0.66054
H -2.81809 1.00775 -1.84799
H -4.53079 0.90605 -1.53351
H -3.56678 1.95297 -0.51020
C 0.67775 -2.73934 -0.56720
C 1.66095 -3.73009 -0.56947
C 2.87569 -3.47524 -1.20545
C 3.06970 -2.23279 -1.80772
H -0.29689 -2.89643 -0.09182
H 1.44343 -4.67334 -0.07381
H 3.65757 -4.22493 -1.22781
H 3.98390 -1.98939 -2.32214
N 0.87602 -1.53643 -1.13548
C 2.05554 -1.25840 -1.73490
C 2.23658 0.11661 -2.23171
N 1.21074 0.99119 -2.01928
C 1.36227 2.27156 -2.40857
C 3.60721 1.88009 -3.17136
C 2.55376 2.76853 -2.93881
H 0.50838 2.92675 -2.25508
H 2.62441 3.82926 -3.15308
C 3.42930 0.53897 -2.84712
H 4.20347 -0.20083 -3.04573
H 4.54898 2.22812 -3.59524
Sn -0.71887 0.38062 -0.68925
C -0.84750 2.52529 -0.19997
H -1.30883 3.00180 -1.07105
H 0.13220 2.95551 0.01796
H -1.49587 2.61487 0.67533
F -2.92583 -0.87731 5.70872
C -2.07250 -0.57895 4.71085
C -1.95473 0.73618 4.25738
F -2.75990 1.69624 4.75378
C -1.01762 1.04430 3.27892
F -0.86838 2.34372 2.91150
C -0.23704 0.05315 2.65088
S 0.84745 0.41184 1.35239
C -0.40433 -1.27222 3.11436
F 0.29908 -2.27351 2.52048
C -1.30410 -1.59118 4.12700
F -1.44521 -2.87321 4.53382
*
```